(1)
Formula: C30H52BrCaClFN5NaO11S
Source: OMol25
Level of theory: ωB97M-V/def2-TZVPD

Cartesian coordinates (Å):
C: 3.00164 -1.25768 0.00858
C: 1.72045 -0.38984 -0.24392
C: 1.48817 0.47309 0.99941
F: 1.30880 -0.29247 2.15414
C: 0.32061 1.45069 0.91649
C: 0.36607 2.81493 0.59805
C: 1.54964 3.70649 0.25406
C: 2.75345 3.00149 -0.47021
C: 2.99139 3.75136 -1.82634
S: 4.48557 3.09288 -2.64180
N: -0.96165 3.34011 0.66901
C: -1.30672 4.74495 0.42179
C: -2.71528 5.01677 -0.13341
N: -3.60314 5.39259 0.71039
C: -1.70524 2.27892 1.03166
Cl: -3.44416 2.24563 1.33157
N: -1.02233 1.08604 1.19310
O: -1.53741 -0.10232 1.56276
C: -2.04040 -0.84541 0.41827
O: -1.37239 -1.68739 -0.09548
C: -3.44457 -0.60272 -0.12654
C: -4.50717 -1.20667 0.55296
C: -5.88864 -0.90856 0.01471
C: -6.04630 -0.08727 -1.07764
C: -4.91502 0.46123 -1.70494
C: -3.62106 0.20761 -1.24201
H: 2.70557 -2.17252 0.55321
H: 3.75314 -0.74248 0.62474
H: 3.40975 -1.62329 -0.94718
H: 1.85967 0.19512 -1.16687
H: 0.91465 -1.10945 -0.45359
H: 2.39556 1.07761 1.16889
H: 1.94159 4.07955 1.22231
H: 1.28503 4.60019 -0.32651
H: 3.64854 3.12300 0.15490
H: 2.54227 1.96483 -0.74222
H: 3.03871 4.83302 -1.63551
H: 2.12417 3.56423 -2.48328
H: 4.46457 1.77678 -2.29390
H: -0.59802 5.23316 -0.27669
H: -1.19750 5.30929 1.36901
H: -3.01767 4.97071 -1.18725
H: -3.19638 5.40515 1.65129
H: -4.32714 -1.87588 1.45752
H: -6.81587 -1.35021 0.53464
H: -7.04977 0.12819 -1.46284
H: -5.04755 1.13384 -2.57940
H: -2.72643 0.64515 -1.69176
O: -5.44764 3.03498 -2.77966
H: -5.07428 3.85427 -2.44219
C: 1.80603 -6.91959 1.89440
C: 3.05954 -6.23434 2.42010
C: 3.74846 -5.81434 1.13258
O: 2.71304 -5.56662 0.16986
C: 1.46996 -6.06632 0.68265
H: 0.99510 -6.96721 2.61947
H: 2.04048 -7.93649 1.58070
H: 2.78484 -5.35083 3.00354
H: 3.68039 -6.87316 3.04498
H: 4.38528 -6.61639 0.74296
H: 4.35691 -4.91586 1.25531
H: 0.85071 -5.20487 0.96163
H: 0.95283 -6.62781 -0.09618
Na: -1.18968 2.65076 3.47003
O: -8.68713 0.96224 0.86880
H: -9.33711 0.89893 0.13641
H: -7.91959 0.43384 0.57982
C: -5.25630 8.95163 -1.41557
O: -5.73994 9.74150 -2.20831
N: -4.13752 8.22714 -1.68084
N: -5.80830 8.72748 -0.17651
H: -3.72999 7.56890 -1.04915
H: -3.70723 8.36119 -2.57934
H: -6.63551 9.24409 0.05626
H: -5.43064 8.08337 0.49106
C: 0.43661 8.71112 -0.91623
C: -0.92581 9.00181 -1.59692
O: -1.36001 7.88208 -2.20369
H: 1.19054 8.40370 -1.64460
H: 0.81169 9.61291 -0.41405
H: 0.34343 7.92552 -0.15523
H: -0.73921 9.88845 -2.23889
H: -1.56471 9.42813 -0.79128
Ca: -6.10249 -2.54537 1.81942
C: 4.14892 -11.09807 2.92617
C: 3.37631 -9.82506 3.21435
O: 2.01337 -9.95718 2.81133
H: 4.10840 -11.33589 1.86238
H: 5.19358 -10.99847 3.22500
H: 3.71184 -11.94439 3.46113
H: 3.80286 -8.98855 2.66276
H: 3.40764 -9.58715 4.28302
H: 1.63835 -10.69154 3.30808
Br: -8.17593 2.64313 1.90106
C: 5.23838 -5.90976 -2.69975
C: 5.23219 -4.49927 -2.16999
O: 6.58880 -4.09220 -2.32956
C: 7.13272 -4.86108 -3.31542
O: 8.19224 -4.66822 -3.80681
O: 6.29436 -5.87627 -3.65942
H: 4.29615 -6.18766 -3.16657
H: 5.48162 -6.64544 -1.92974
H: 4.59280 -3.83524 -2.75760
H: 4.93134 -4.44701 -1.12589

Orbital gap in eV: 1.50
Charge: +1
HOMO level in eV: -7.370

(2)
Formula: C30H52BrClF7NO16P2S
Source: OMol25
Level of theory: ωB97M-V/def2-TZVPD

Cartesian coordinates (Å):
N: -2.47322 -5.43476 1.20525
P: -2.43431 -4.72835 -0.17340
O: -1.65613 -5.77034 -1.21638
O: -3.97069 -4.53973 -0.76795
C: -1.42830 -3.12952 -0.20624
Cl: -0.58816 -2.81978 -1.83651
O: -0.29169 -3.45069 0.59776
C: 0.12432 -2.17000 1.03747
O: 1.18857 -1.76694 1.09568
O: -1.07324 -1.50227 1.37070
C: -2.02457 -1.73210 0.30380
P: -1.62022 -0.24792 -0.90878
O: -3.01593 0.58024 -1.25215
Br: -0.33448 1.25892 0.19196
S: -3.63012 -1.67835 1.22772
O: -3.58862 -0.47460 2.03387
O: -3.71226 -2.79820 2.13756
C: -5.12298 -1.49204 0.12346
F: -4.85192 -1.79253 -1.18748
F: -5.42688 -0.16344 0.11535
C: -6.41852 -2.21220 0.65656
F: -6.24214 -3.51132 0.95603
F: -6.84474 -1.54183 1.76868
C: -7.62586 -2.16056 -0.37522
F: -8.66954 -2.76295 0.25857
F: -7.38219 -2.91361 -1.46724
F: -7.99732 -0.91583 -0.67673
H: -1.99152 -4.84869 1.88763
H: -1.76013 -5.39575 -2.11380
H: -3.87076 -4.44208 -1.73924
H: -2.71180 1.36350 -1.77582
C: 4.55634 -0.48524 0.28094
C: 4.38029 0.70645 -0.61977
O: 3.31197 1.27707 -0.71296
C: 5.58368 1.16290 -1.40090
H: 3.61151 -0.70174 0.78096
H: 4.84922 -1.35694 -0.30551
H: 5.31318 -0.26975 1.03748
H: 5.92495 0.36464 -2.06471
H: 6.37935 1.44764 -0.71640
H: 5.31427 2.02962 -2.00584
C: 4.22613 3.92123 1.83347
C: 5.69664 3.61654 1.73907
O: 6.10889 2.68926 1.07407
C: 6.63800 4.51190 2.50495
H: 3.66750 3.20058 1.23484
H: 3.89645 3.84570 2.87154
H: 4.03128 4.92437 1.44781
H: 6.41333 4.46212 3.57177
H: 6.54382 5.53997 2.14970
H: 7.66380 4.17792 2.34680
C: -2.06742 -5.39553 6.24577
C: -2.81527 -4.89991 5.03193
O: -2.42699 -5.14212 3.90926
C: -4.06330 -4.09226 5.27024
H: -1.19208 -5.96062 5.92507
H: -1.73652 -4.54884 6.85013
H: -2.71008 -6.04997 6.83752
H: -3.81981 -3.18807 5.83078
H: -4.79306 -4.68554 5.81641
H: -4.49262 -3.80519 4.31131
C: 0.31930 3.52607 -4.01774
C: -0.62535 2.45162 -3.55498
O: -1.27394 2.58151 -2.53337
C: -0.73725 1.20966 -4.40098
H: 0.29582 4.35524 -3.30997
H: 1.33666 3.13171 -4.06164
H: 0.01387 3.89286 -4.99813
H: 0.23389 0.71414 -4.46167
H: -1.08911 1.47101 -5.39561
H: -1.45260 0.52336 -3.94409
C: -1.93601 4.03655 -8.63848
C: -0.98515 3.18420 -7.83946
O: -0.96663 3.22560 -6.62612
C: -0.05738 2.27770 -8.60620
H: -2.54117 4.63649 -7.95936
H: -1.37528 4.70604 -9.29317
H: -2.59780 3.40136 -9.23000
H: 0.58573 2.87002 -9.25936
H: -0.63675 1.56544 -9.19639
H: 0.56878 1.72496 -7.90584
C: -6.92256 -1.29477 5.32209
C: -7.12150 -2.30520 6.42390
O: -6.49082 -3.33912 6.45055
C: -8.13664 -1.97577 7.48993
H: -6.16593 -1.66066 4.62778
H: -7.85723 -1.14911 4.77711
H: -6.58255 -0.34669 5.74302
H: -9.12446 -1.86005 7.04018
H: -7.85008 -1.05765 8.00618
H: -8.17496 -2.78818 8.21531
C: 6.55070 8.65397 1.47036
C: 5.47838 8.10503 0.56258
O: 4.51807 7.51485 1.00631
C: 5.65084 8.32088 -0.91963
H: 6.29814 8.42686 2.50600
H: 7.51136 8.19214 1.23400
H: 6.61747 9.73726 1.35519
H: 6.57187 7.84434 -1.26060
H: 5.67822 9.38970 -1.13964
H: 4.80915 7.87557 -1.44936
C: 4.83820 -4.70441 -1.68398
C: 6.07974 -4.10552 -1.07210
O: 6.01654 -3.16101 -0.31614
C: 7.40222 -4.73024 -1.43949
H: 3.96282 -4.15783 -1.33312
H: 4.88598 -4.62946 -2.77207
H: 4.74217 -5.74951 -1.38421
H: 7.56246 -4.65642 -2.51675
H: 7.41880 -5.77654 -1.12902
H: 8.20586 -4.20048 -0.92865

SMILES: N=P(O)(O)[C@]1(Cl)OC(=O)O[C@]1(P(O)Br)S(=O)(=O)C(F)(F)C(F)(F)C(F)(F)F.CC(C)=O.CC(C)=O.CC(C)=O.CC(C)=O.CC(C)=O.CC(C)=O.CC(C)=O.CC(C)=O
Orbital gap in eV: 8.26
HOMO level in eV: -8.368

(3)
Formula: C30H52BrF3O7S
Source: OMol25
Level of theory: ωB97M-V/def2-TZVPD

Cartesian coordinates (Å):
C: 0.13813 -3.06885 4.90485
C: 0.01917 -1.80377 4.05365
O: -1.08016 -1.95206 3.16722
C: -1.55427 -0.73858 2.59491
C: -1.68357 -0.92371 1.07524
C: -1.35561 0.23716 0.10461
C: 0.18465 0.31485 -0.14158
C: 1.14733 -0.07136 0.98079
C: 2.61070 0.16537 0.57674
C: 3.50666 -0.03288 1.80837
C: 3.03972 -0.73484 -0.59821
C: 3.70866 0.00419 -1.77482
C: 5.04825 0.56869 -1.39103
C: 5.29015 1.70841 -0.75775
C: 6.55473 1.89404 0.03981
C: 4.36757 2.90026 -0.78804
C: -1.95171 -0.19390 -1.28849
C: -3.48475 -0.39336 -1.39035
C: -3.84375 -1.62211 -2.24876
C: -4.28252 -2.81412 -1.44292
F: -3.26700 -3.35289 -0.73280
F: -4.77266 -3.78911 -2.23903
F: -5.25683 -2.49870 -0.56412
C: -1.44040 0.68401 -2.43167
O: -1.25542 2.07829 -2.12161
S: -2.09754 2.76635 -0.98427
O: -3.47466 2.77385 -1.38100
O: -1.45038 4.00533 -0.74452
C: -1.95170 1.63476 0.51029
Br: -0.77289 2.59209 1.75517
C: -3.35161 1.60156 1.12289
C: -3.85924 2.90152 1.76338
C: -5.39177 2.88633 1.82618
C: -5.94702 3.81261 2.91570
O: -6.27451 3.11558 4.10156
C: -5.27147 3.07263 5.09325
H: 1.09540 -3.56659 4.76443
H: 0.03969 -2.83184 5.96413
H: -0.67959 -3.74101 4.65016
H: -0.12737 -0.92735 4.69357
H: 0.93586 -1.65209 3.47403
H: -0.89373 0.08228 2.86710
H: -2.53148 -0.54179 3.04585
H: -2.67488 -1.32636 0.87145
H: -0.99179 -1.72954 0.82484
H: 0.44227 1.32108 -0.48143
H: 0.41851 -0.34554 -0.97791
H: 1.04470 -1.13708 1.21470
H: 0.95715 0.47658 1.90163
H: 2.67939 1.21053 0.27475
H: 3.62228 0.89721 2.36808
H: 3.07512 -0.77283 2.48831
H: 4.50350 -0.37424 1.53045
H: 2.20321 -1.31838 -0.99231
H: 3.77159 -1.45554 -0.21943
H: 3.81385 -0.69726 -2.60538
H: 3.01823 0.77797 -2.13180
H: 5.89918 -0.05545 -1.65366
H: 7.04142 0.93994 0.22952
H: 6.27563 2.32684 1.00384
H: 7.26453 2.58891 -0.41868
H: 3.32918 2.64281 -0.97905
H: 4.71338 3.59116 -1.56051
H: 4.39301 3.45069 0.15616
H: -1.50880 -1.18014 -1.45542
H: -3.94630 -0.50540 -0.41524
H: -3.92944 0.46668 -1.88345
H: -3.01161 -1.94366 -2.87785
H: -4.67533 -1.39897 -2.91749
H: -2.11433 0.61922 -3.28898
H: -0.46599 0.34746 -2.77618
H: -4.07099 1.35213 0.34900
H: -3.40471 0.81843 1.87744
H: -3.49097 2.95840 2.78853
H: -3.51609 3.77454 1.20631
H: -5.81272 3.15189 0.85550
H: -5.70719 1.87931 2.11423
H: -6.86601 4.29072 2.57286
H: -5.23457 4.62036 3.12662
H: -4.53159 3.86705 4.95795
H: -4.74828 2.10953 5.08664
H: -5.74096 3.19177 6.07016
O: 5.96763 -2.45678 -3.65760
C: 5.07962 -2.93181 -4.29928
O: 4.04970 -2.18234 -4.77027
C: 3.07191 -3.01704 -5.40998
C: 3.82397 -4.28469 -5.80287
C: 4.86847 -4.38194 -4.69348
H: 2.27003 -3.21757 -4.69524
H: 2.66282 -2.47482 -6.25888
H: 3.17512 -5.15358 -5.88771
H: 4.31915 -4.13660 -6.76321
H: 4.49614 -4.91863 -3.81896
H: 5.80884 -4.82431 -5.00966

SMILES: CCOCC[C@@]1(CC[C@@H](C)CCC=C(C)C)[C@@H](CCC(F)(F)F)COS(=O)(=O)[C@@]1(Br)CCCCOC.O=C1CCCO1
Orbital gap in eV: 8.52
HOMO level in eV: -8.399